No. 1
{"formula": "C57H61BrN4O3PRbSeTe", "method": "ωB97M-V/def2-TZVPD", "elements": ["Rb", "O", "C", "O", "C", "P", "C", "C", "C", "C", "C", "C", "C", "C", "C", "C", "C", "C", "H", "H", "H", "H", "H", "H", "H", "H", "H", "H", "H", "H", "C", "C", "C", "C", "N", "C", "Se", "N", "C", "C", "C", "C", "C", "C", "C", "C", "C", "C", "H", "H", "H", "H", "H", "H", "H", "H", "H", "H", "H", "H", "H", "H", "H", "H", "H", "H", "H", "H", "H", "H", "Br", "C", "C", "C", "N", "C", "C", "H", "H", "H", "H", "C", "C", "C", "C", "C", "C", "Te", "N", "C", "O", "C", "C", "C", "C", "C", "C", "C", "C", "C", "C", "C", "C", "C", "C", "C", "C", "H", "H", "H", "H", "H", "H", "H", "H", "H", "H", "H", "H", "H", "H", "H", "H", "H", "H", "H", "H", "H", "H", "H"], "xyz": [[0.1583, -0.7286, -0.0866], [1.9535, 0.2928, 1.5347], [0.9609, 0.5247, 2.2541], [-0.1650, 0.9228, 1.8578], [1.0825, 0.2243, 3.7593], [-0.5432, 0.3335, 4.6021], [-0.0746, -0.1245, 6.3360], [1.0634, -0.8502, 6.6867], [1.3558, -1.1250, 8.0160], [0.5081, -0.6867, 9.0243], [-0.6315, 0.0331, 8.6931], [-0.9084, 0.3169, 7.3630], [-1.3440, -1.2602, 4.1205], [-2.5756, -1.5511, 4.7132], [-3.2708, -2.7089, 4.4027], [-2.7463, -3.6053, 3.4765], [-1.5288, -3.3265, 2.8785], [-0.8363, -2.1630, 3.1916], [1.7442, 0.9594, 4.2252], [1.5638, -0.7521, 3.8625], [1.7280, -1.2217, 5.9163], [2.2459, -1.6907, 8.2637], [0.7360, -0.9021, 10.0608], [-1.2985, 0.3837, 9.4713], [-1.7833, 0.9079, 7.1119], [-2.9969, -0.8555, 5.4328], [-4.2226, -2.9108, 4.8799], [-3.2840, -4.5092, 3.2172], [-1.1117, -4.0095, 2.1504], [0.1067, -1.9995, 2.6857], [-3.2273, 6.1939, -0.6831], [-2.8292, 6.3568, 0.7802], [-3.3946, 5.2575, 1.6773], [-2.7145, 3.9041, 1.4985], [-1.3457, 3.9039, 1.9865], [-0.2260, 3.8276, 1.2192], [-0.1444, 3.8606, -0.6053], [0.8287, 3.7463, 2.0765], [2.2224, 3.5707, 1.6966], [3.0621, 4.8100, 1.9910], [2.6786, 6.0308, 1.1554], [3.1476, 5.9354, -0.2927], [0.3762, 3.7508, 3.3852], [1.0413, 3.6241, 4.5940], [0.2688, 3.6357, 5.7486], [-1.1182, 3.7813, 5.6901], [-1.7806, 3.8984, 4.4761], [-1.0078, 3.8685, 3.3284], [-2.8769, 7.0366, -1.2816], [-4.3149, 6.1387, -0.7846], [-2.7894, 5.2901, -1.1090], [-3.1778, 7.3256, 1.1488], [-1.7379, 6.3644, 0.8617], [-4.4609, 5.1267, 1.4649], [-3.3186, 5.5591, 2.7254], [-2.6699, 3.6018, 0.4538], [-3.2487, 3.1229, 2.0443], [2.2226, 3.3250, 0.6365], [2.6030, 2.6954, 2.2264], [4.1086, 4.5514, 1.8000], [2.9888, 5.0513, 3.0546], [3.1034, 6.9248, 1.6202], [1.5915, 6.1552, 1.1763], [4.2327, 5.8090, -0.3410], [2.8888, 6.8371, -0.8504], [2.6751, 5.0945, -0.8020], [2.1142, 3.4915, 4.6391], [0.7509, 3.5150, 6.7100], [-1.6906, 3.7778, 6.6088], [-2.8592, 3.9630, 4.4302], [-6.7872, -1.5672, 0.2532], [-5.1585, -0.6071, 0.1093], [-4.8567, 0.0577, -1.0647], [-3.6425, 0.7262, -1.1209], [-2.7709, 0.7629, -0.1171], [-3.0927, 0.1163, 1.0024], [-4.2788, -0.5874, 1.1700], [-5.5301, 0.0455, -1.9096], [-3.3553, 1.2532, -2.0250], [-2.3574, 0.1547, 1.8011], [-4.4792, -1.1165, 2.0915], [8.4136, -6.4707, -1.4248], [7.0641, -5.8358, -1.2109], [6.0600, -6.4889, -0.5105], [4.8100, -5.9098, -0.3048], [3.7974, -6.7061, 0.4827], [4.5329, -4.6279, -0.8015], [2.4562, -3.7669, -0.6780], [0.3242, -3.3210, -0.3550], [-0.9734, -3.5127, -0.3835], [-1.7989, -2.5662, -0.4372], [-1.5140, -4.9265, -0.3183], [-0.7398, -6.0403, -0.6204], [-1.2831, -7.3155, -0.5325], [-2.6002, -7.4843, -0.1268], [-3.3776, -6.3722, 0.1741], [-2.8392, -5.0983, 0.0692], [2.5714, -3.8103, 1.4414], [1.6727, -4.6279, 2.1196], [1.6438, -4.6666, 3.5058], [2.5233, -3.8736, 4.2252], [3.4163, -3.0540, 3.5514], [3.4606, -2.9991, 2.1579], [4.4155, -2.0472, 1.4948], [5.5445, -3.9651, -1.5168], [5.3792, -2.5855, -2.1206], [6.7844, -4.5737, -1.7092], [8.4290, -7.4955, -1.0526], [9.1984, -5.9154, -0.9062], [8.6777, -6.4932, -2.4841], [6.2508, -7.4836, -0.1163], [4.0253, -7.7718, 0.4306], [2.7836, -6.5535, 0.1082], [3.7934, -6.4122, 1.5352], [0.2908, -5.9030, -0.9259], [-0.6739, -8.1776, -0.7753], [-3.0215, -8.4793, -0.0502], [-4.4077, -6.4980, 0.4855], [-3.4263, -4.2137, 0.2817], [0.9710, -5.2310, 1.5537], [0.9253, -5.2969, 4.0153], [2.5088, -3.8844, 5.3087], [4.0942, -2.4225, 4.1153], [5.0620, -1.5804, 2.2387], [3.8646, -1.2530, 0.9883], [5.0442, -2.5611, 0.7673], [4.4196, -2.1337, -1.8844], [5.4714, -2.6274, -3.2089], [6.1595, -1.9123, -1.7575], [7.5501, -4.0405, -2.2684]], "lowdin_charge": [0.978, -0.156, -0.854, -0.228, -0.262, 1.110, -0.353, -0.081, -0.092, -0.106, -0.099, -0.124, -0.345, -0.115, -0.099, -0.080, -0.066, -0.066, 0.081, 0.066, 0.086, 0.098, 0.094, 0.096, 0.089, 0.094, 0.098, 0.099, 0.087, 0.093, -0.122, -0.262, -0.185, -0.156, -0.005, -0.692, 0.692, -0.013, -0.150, -0.181, -0.260, -0.120, -0.156, -0.025, -0.103, -0.114, -0.020, -0.154, 0.068, 0.070, 0.025, 0.101, 0.092, 0.114, 0.098, 0.069, 0.126, 0.082, 0.118, 0.116, 0.098, 0.101, 0.094, 0.070, 0.068, 0.030, 0.112, 0.102, 0.098, 0.108, 0.720, -0.683, -0.110, -0.133, 0.071, -0.141, -0.092, 0.097, 0.112, 0.087, 0.097, -0.064, -0.284, -0.032, -0.298, -0.076, -0.349, 1.522, -0.306, -0.687, -0.157, -0.156, -0.048, -0.087, -0.103, -0.085, -0.035, -0.410, -0.161, -0.095, -0.094, -0.062, -0.288, -0.053, -0.322, -0.092, -0.038, 0.067, 0.075, 0.073, 0.107, 0.071, 0.036, 0.081, 0.064, 0.098, 0.093, 0.097, 0.113, 0.086, 0.105, 0.097, 0.107, 0.079, 0.066, 0.059, 0.011, 0.078, 0.079, 0.116], "s_squared": 0.7608, "energy_ev": -224832.0967, "spin_multiplicity": 2, "molar_mass_da": 1253.0, "charge": -1, "orbital_gap_ev": [6.9, 7.2]}

***

No. 2
{"formula": "C36H35BBrF4N3O2PdTe", "method": "ωB97M-V/def2-TZVPD", "elements": ["Pd", "Br", "C", "C", "C", "C", "O", "C", "C", "N", "C", "C", "C", "C", "C", "C", "C", "C", "N", "C", "C", "H", "H", "H", "H", "H", "H", "H", "H", "H", "H", "C", "C", "O", "N", "Te", "C", "C", "C", "C", "C", "C", "C", "C", "C", "C", "C", "C", "C", "C", "C", "C", "C", "C", "H", "H", "H", "H", "H", "H", "H", "H", "H", "H", "H", "H", "H", "H", "H", "H", "H", "H", "H", "H", "H", "H", "H", "H", "H", "F", "B", "F", "F", "F"], "xyz": [[0.6861, 0.8910, -2.5640], [7.9394, 1.3512, -1.0785], [6.1810, 0.9430, -1.5176], [5.8852, -0.3911, -1.9129], [4.5977, -0.7169, -2.1939], [3.5478, 0.2434, -2.1790], [2.3858, -0.2060, -2.5592], [3.9087, 1.6630, -1.9836], [3.0308, 2.7217, -2.4198], [1.7607, 2.5500, -2.7277], [0.9545, 3.6900, -2.7937], [1.4000, 4.9926, -2.9146], [0.5408, 6.0223, -2.4735], [-0.7905, 5.7420, -2.2314], [-1.3358, 4.4911, -2.5243], [-2.7161, 4.2630, -2.6328], [-3.1322, 2.9718, -2.8352], [-2.1729, 1.9383, -2.7765], [-0.8611, 2.1435, -2.6346], [-0.4273, 3.4242, -2.7336], [5.2116, 1.9450, -1.5599], [6.6949, -1.1310, -1.9844], [4.3564, -1.7180, -2.5366], [3.5379, 3.6971, -2.4743], [2.4944, 5.1761, -3.0295], [0.8862, 7.0234, -2.5142], [-1.4279, 6.5481, -1.8636], [-3.4411, 5.0664, -2.4763], [-4.1964, 2.7285, -3.0413], [-2.5470, 0.8927, -2.8499], [5.5546, 3.0005, -1.3349], [0.0536, -2.4692, -3.2141], [-0.5569, -1.8494, -2.0138], [-1.2084, -2.5618, -1.1715], [-0.4770, -0.5233, -1.8188], [-1.4372, -0.3984, 0.2013], [-3.1363, -0.4661, 1.5541], [-4.2994, -1.1322, 1.2110], [-4.5517, -1.6785, -0.1793], [-5.3431, -1.2060, 2.1132], [-5.3374, -0.4613, 3.3160], [-6.5475, -0.3379, 4.1678], [-4.1128, 0.1539, 3.6849], [-3.0302, 0.1930, 2.8505], [-1.8326, 1.0355, 3.2992], [0.0485, -1.3965, 1.4281], [-0.0308, -2.7135, 1.7996], [-1.2501, -3.6063, 1.5798], [1.1214, -3.2913, 2.3216], [2.1871, -2.5895, 2.8526], [3.2429, -3.2229, 3.6996], [2.1892, -1.2109, 2.6363], [1.2173, -0.6477, 1.7915], [1.5286, 0.6553, 1.1245], [-0.6410, -3.2349, -3.5611], [1.0198, -2.9791, -2.9646], [0.2059, -1.7550, -4.0504], [-5.0728, -0.9355, -0.7843], [-5.1771, -2.5642, -0.1609], [-3.5903, -2.0281, -0.6565], [-6.1998, -1.7505, 1.7564], [-6.4294, 0.5066, 4.8695], [-6.7927, -1.2657, 4.7209], [-7.4307, -0.1719, 3.5487], [-4.0048, 0.6878, 4.6337], [-2.1476, 1.6030, 4.1895], [-1.4566, 1.7015, 2.5037], [-0.9039, 0.4938, 3.6409], [-1.2188, -4.1629, 0.6162], [-2.1840, -3.0580, 1.6965], [-1.2511, -4.3360, 2.3839], [1.1994, -4.3494, 2.2817], [2.7528, -3.9446, 4.3593], [3.7039, -2.4602, 4.3464], [4.0414, -3.6799, 3.0663], [2.9959, -0.5241, 2.9988], [2.5873, 0.8213, 1.0886], [1.1199, 1.5492, 1.6711], [1.2332, 0.6611, 0.0412], [3.7112, -4.2963, 0.6633], [3.3511, -3.4001, -0.4253], [3.7576, -2.0588, -0.1369], [1.8960, -3.3994, -0.5787], [3.9820, -3.9015, -1.6411]], "lowdin_charge": [0.996, 0.787, -0.691, -0.114, 0.010, -0.268, -0.095, -0.115, -0.116, -0.075, -0.232, -0.031, -0.075, -0.065, -0.171, -0.017, -0.057, -0.117, -0.029, -0.158, -0.096, 0.114, 0.126, 0.102, 0.104, 0.089, 0.109, 0.121, 0.116, 0.117, 0.124, -0.039, -0.718, -0.180, -0.340, 1.708, -0.362, -0.350, -0.074, -0.025, -0.260, -0.077, -0.044, -0.280, -0.081, -0.290, -0.283, -0.043, -0.028, -0.275, -0.050, -0.016, -0.299, -0.107, 0.072, 0.096, 0.067, 0.078, 0.068, 0.056, 0.107, 0.078, 0.083, 0.071, 0.108, 0.063, 0.054, 0.088, 0.090, 0.055, 0.067, 0.122, 0.074, 0.072, 0.089, 0.131, 0.059, 0.087, 0.027, 0.041, -1.060, 0.084, 0.058, 0.028], "s_squared": 3.8021, "energy_ev": -138830.9500, "spin_multiplicity": 4, "molar_mass_da": 942.4, "charge": -1, "orbital_gap_ev": [4.9, 4.1], "relative_energy_kcal_mol": 22.8}

***

No. 3
{"formula": "C4H5NO2", "method": "ωB97M-V/def2-TZVPD", "elements": ["C", "C", "C", "C", "H", "H", "H", "H", "H", "N", "O", "O"], "xyz": [[-0.1716, -0.9356, -0.2343], [0.5237, 1.0567, 0.2851], [-0.4517, 1.1570, -0.7448], [-0.8098, -0.0101, -1.1922], [1.1608, -1.7534, 1.5009], [1.4560, 1.6058, -0.1909], [0.3944, 1.8325, 1.2318], [-1.1982, 1.9814, -1.0123], [-1.8151, -0.1459, -1.6858], [-0.1709, -2.1285, -0.0066], [0.2754, -2.4060, 1.3432], [0.8070, -0.2539, 0.7059]], "lowdin_charge": [-0.301, -0.267, -0.121, -0.003, 0.180, 0.156, 0.179, 0.157, 0.148, 0.062, -0.113, -0.077], "smiles": "O/N=C1/C=CCO1", "energy_ev": -9808.8030, "molar_mass_da": 99.1, "charge": 0, "orbital_gap_ev": 9.9, "relative_energy_kcal_mol": 127.1}